Entry 1:
{"formula": "C29H28N9OS2Tc", "method": "the ωB97M-V functional and the def2-TZVPD basis", "elements": ["Tc", "N", "C", "S", "N", "N", "C", "C", "C", "C", "C", "C", "C", "C", "C", "C", "C", "C", "N", "H", "H", "H", "H", "H", "H", "H", "H", "H", "H", "H", "N", "C", "N", "C", "N", "N", "C", "C", "C", "C", "C", "C", "N", "C", "C", "C", "C", "C", "C", "H", "H", "H", "H", "H", "H", "H", "H", "H", "H", "H", "C", "S", "C", "O", "H", "H", "H", "H", "H", "H"], "xyz": [[-0.908152, 1.198668, 0.234614], [-4.416177, -0.493418, -1.768565], [-3.341482, -0.096805, -1.129565], [-2.749823, 1.499983, -1.191967], [-2.673347, -1.101505, -0.428448], [-1.750061, -0.603102, 0.285667], [-0.757202, -1.582067, 0.877611], [-1.256448, -2.993230, 1.049493], [-1.947635, -3.346956, 2.206040], [-2.448293, -4.632409, 2.361421], [-2.261423, -5.578476, 1.362231], [-1.591227, -5.231952, 0.198905], [-1.099531, -3.942722, 0.036804], [-0.225190, -0.900234, 2.131978], [0.390121, -1.568711, 3.167317], [0.911871, -0.838191, 4.230541], [0.811647, 0.542278, 4.227032], [0.219428, 1.157718, 3.142962], [-0.275891, 0.451924, 2.117170], [-4.966480, 0.148624, -2.320224], [-4.731302, -1.450783, -1.684548], [-2.116703, -2.620041, 2.992602], [-2.987182, -4.894164, 3.263349], [-2.643258, -6.584049, 1.489011], [-1.462557, -5.960905, -0.591200], [-0.618203, -3.696211, -0.904329], [0.435751, -2.649277, 3.159274], [1.386368, -1.350653, 5.058731], [1.191965, 1.140712, 5.043838], [0.136727, 2.234453, 3.073829], [1.535605, -2.198778, -0.064394], [0.343310, -1.413582, -0.264836], [0.570495, -0.000108, -0.336612], [1.812713, 0.547206, -0.441508], [2.000622, 1.825858, -0.327170], [0.777825, 2.382106, 0.010708], [0.700259, 3.637336, 0.255781], [-0.578432, 4.109731, 0.770703], [-0.816862, 5.428792, 1.083481], [-2.054150, 5.779842, 1.609920], [-2.999067, 4.792853, 1.812059], [-2.701716, 3.483113, 1.465267], [-1.517524, 3.136810, 0.946349], [2.962540, -0.351055, -0.562376], [4.232750, 0.103971, -0.814262], [5.302618, -0.798186, -0.835049], [5.104928, -2.178879, -0.577746], [3.862274, -2.656468, -0.309634], [2.762611, -1.747872, -0.311061], [1.401755, -3.205410, 0.019661], [-0.146944, -1.740993, -1.185761], [1.567655, 4.277917, 0.128089], [-0.041254, 6.167942, 0.922623], [-2.271450, 6.810964, 1.857233], [-3.971360, 5.022625, 2.226957], [-3.424021, 2.690968, 1.594981], [4.387491, 1.161130, -0.987668], [6.302841, -0.437696, -1.042340], [5.947965, -2.857748, -0.594104], [3.701645, -3.710256, -0.110180], [1.479884, 2.651755, -4.520306], [0.960566, 1.062196, -3.935407], [0.097850, 0.534103, -5.404623], [-0.086198, 1.310867, -2.863563], [0.613852, 3.200842, -4.887356], [2.220139, 2.513380, -5.311331], [1.936261, 3.162820, -3.673704], [0.783354, -0.025670, -6.041737], [-0.316212, 1.386209, -5.940824], [-0.700928, -0.117134, -5.051833]], "atomic_forces_ev_per_a": [[1.55, -0.70, -0.38], [0.29, 0.16, 0.25], [-0.39, -0.24, -0.42], [0.05, 0.20, 0.24], [0.83, 0.59, 0.70], [-0.65, -1.56, -0.24], [-0.35, 0.27, 0.16], [-0.04, 0.04, -0.25], [-0.16, -0.04, 0.09], [0.01, 0.07, 0.00], [-0.01, -0.03, 0.07], [0.03, 0.10, -0.07], [-0.02, -0.06, -0.02], [-0.01, 0.07, -0.20], [-0.05, -0.10, 0.08], [0.01, -0.09, 0.02], [-0.02, 0.07, 0.01], [-0.03, 0.07, -0.02], [-0.30, 0.29, -0.17], [-0.07, 0.04, -0.07], [-0.01, -0.10, -0.02], [0.02, -0.02, -0.02], [0.03, 0.02, -0.03], [0.01, 0.05, -0.01], [0.02, 0.03, 0.03], [-0.02, -0.05, 0.07], [0.03, 0.04, -0.01], [-0.01, 0.01, -0.04], [0.00, -0.02, -0.03], [0.01, -0.02, 0.01], [-2.62, -0.60, 0.59], [1.05, -0.74, -0.05], [-1.20, 0.94, 0.30], [1.65, -1.01, -0.20], [-1.29, 0.51, 0.26], [0.48, -0.37, -0.20], [-0.24, 0.43, 0.17], [0.39, -0.25, -0.22], [-0.02, 0.27, 0.10], [0.11, 0.16, -0.02], [-0.14, -0.16, 0.06], [0.05, 0.03, -0.02], [0.08, 0.02, -0.02], [-1.24, -1.17, 0.22], [1.70, -0.38, -0.16], [-0.38, 0.25, 0.04], [0.56, 1.01, -0.25], [-1.25, 0.53, 0.11], [2.15, 0.91, -0.47], [-0.05, 0.39, 0.01], [-0.22, 0.09, -0.15], [-0.05, 0.02, 0.00], [-0.05, -0.03, 0.01], [0.01, -0.02, 0.00], [0.02, -0.02, -0.01], [-0.06, -0.02, 0.00], [0.11, -0.07, -0.02], [-0.10, -0.01, 0.01], [0.02, 0.08, -0.02], [-0.10, 0.07, 0.00], [0.14, 0.24, 0.02], [0.06, -0.24, 0.44], [-0.20, -0.09, -0.08], [-0.10, 0.08, -0.10], [0.03, 0.05, 0.02], [-0.06, 0.02, 0.04], [0.04, 0.05, -0.08], [-0.02, 0.05, 0.02], [-0.07, -0.04, 0.02], [0.04, -0.06, -0.12]], "e_lumo_ev": [-11.045, -11.737], "multiplicity": 2, "gap_ev": [4.48, 3.24], "s2": 0.836, "largest_force_ev_per_a": 2.75, "e_above_lowest_kj_mol": 206.4, "homo_ev": [-15.5, -15.0], "energy_ha": -2566.171465, "total_charge": 3}

=====

Entry 2:
{"formula": "C29H29AsN2O11RuS", "method": "the ωB97M-V functional and the def2-TZVPD basis", "elements": ["Ru", "O", "C", "C", "O", "C", "C", "O", "C", "O", "O", "O", "As", "O", "O", "C", "C", "C", "C", "C", "C", "S", "O", "O", "O", "H", "H", "H", "H", "H", "C", "C", "C", "C", "C", "C", "C", "N", "C", "C", "C", "C", "C", "C", "C", "N", "C", "C", "C", "C", "H", "H", "H", "H", "H", "H", "H", "H", "H", "H", "H", "H", "H", "H", "H", "H", "H", "H", "H", "H", "H", "H", "H", "H"], "xyz": [[0.833477, -2.195800, 0.756266], [0.227638, -2.781713, 6.829085], [0.349125, -2.733419, 5.633967], [-0.785867, -2.675137, 4.611145], [-1.971908, -2.654139, 4.859694], [-0.111761, -2.607677, 3.317279], [1.271939, -2.647136, 3.457137], [2.039873, -2.563909, 2.408703], [1.668563, -2.689733, 4.861432], [2.778019, -2.655924, 5.347766], [-0.645923, -2.496876, 2.142553], [2.835317, -0.382296, -2.248066], [2.897382, -2.154874, -1.976267], [4.311336, -2.677833, -2.553943], [2.541256, -2.257459, -0.329789], [1.333003, -2.657790, -3.023561], [1.103983, -1.896727, -4.167843], [0.026686, -2.166625, -4.999084], [-0.840378, -3.203616, -4.691702], [-0.621517, -3.971124, -3.558350], [0.461284, -3.702379, -2.730936], [0.666938, -4.741046, -1.289901], [-0.203483, -5.869609, -1.484282], [2.072306, -4.973581, -1.136208], [0.076448, -3.855570, -0.212206], [2.220066, -0.015008, -1.602939], [1.777996, -1.083389, -4.401463], [-0.129776, -1.568232, -5.888134], [-1.681315, -3.424206, -5.337643], [-1.269658, -4.799187, -3.305113], [2.854776, 4.105921, 2.985984], [2.567716, 3.853364, 1.499065], [3.840179, 4.103529, 0.677890], [1.488663, 4.831918, 1.037029], [2.139840, 2.401714, 1.323146], [3.007905, 1.368663, 1.674579], [2.628653, 0.052748, 1.531181], [1.417840, -0.273543, 1.062659], [0.570936, 0.695165, 0.681738], [0.903965, 2.036920, 0.809202], [-0.676039, 0.194593, 0.088634], [-1.750018, 0.988034, -0.266525], [-2.911976, 0.416705, -0.775697], [-2.927789, -0.968296, -0.887916], [-1.824004, -1.713109, -0.518903], [-0.706698, -1.144388, -0.063986], [-4.092669, 1.302671, -1.153390], [-3.643287, 2.312049, -2.219214], [-4.572062, 2.052820, 0.097321], [-5.259607, 0.489649, -1.712781], [3.168199, 5.141523, 3.132284], [3.648187, 3.457900, 3.358269], [1.963956, 3.927284, 3.590813], [4.161266, 5.139992, 0.800267], [3.661928, 3.921393, -0.383253], [4.659261, 3.458467, 0.995099], [1.844410, 5.853436, 1.179019], [0.567652, 4.719287, 1.612916], [1.256512, 4.706422, -0.022585], [3.994312, 1.575477, 2.065142], [3.262853, -0.781428, 1.792901], [0.196757, 2.786132, 0.488948], [-1.682764, 2.057181, -0.124169], [-3.794514, -1.497399, -1.253971], [-1.801409, -2.791930, -0.579966], [-2.840182, 2.954138, -1.855463], [-4.481874, 2.952211, -2.500577], [-3.286577, 1.799730, -3.114506], [-3.787505, 2.686696, 0.512731], [-4.885370, 1.353517, 0.873955], [-5.421254, 2.691070, -0.155334], [-4.973592, -0.058687, -2.612164], [-6.074860, 1.164612, -1.978110], [-5.642781, -0.222139, -0.979880]], "atomic_forces_ev_per_a": [[0.26, -0.23, 0.46], [-0.01, 0.02, -0.01], [0.02, -0.08, 0.03], [-0.03, 0.03, 0.02], [0.00, -0.01, 0.00], [0.08, -0.19, -0.08], [-0.02, 0.02, -0.09], [-0.19, -0.20, -0.26], [0.02, 0.07, 0.00], [0.00, -0.03, 0.01], [-0.10, 0.43, 0.18], [-0.04, 0.03, -0.05], [-0.17, 0.05, 0.23], [0.03, -0.03, -0.01], [0.17, 0.20, -0.34], [0.00, 0.03, -0.03], [-0.01, 0.02, 0.01], [0.01, 0.01, 0.00], [-0.01, 0.01, 0.01], [-0.01, -0.01, -0.01], [0.01, -0.10, -0.07], [-0.13, 0.10, -0.05], [0.04, -0.02, 0.03], [0.00, -0.02, -0.01], [0.15, -0.17, 0.34], [0.02, 0.01, 0.03], [0.00, 0.01, 0.00], [0.00, 0.00, 0.00], [0.00, 0.00, 0.00], [0.01, 0.00, 0.00], [0.00, 0.00, 0.00], [0.00, 0.00, 0.00], [0.00, 0.01, -0.01], [0.00, 0.01, 0.00], [0.00, 0.01, 0.00], [0.03, -0.01, 0.01], [-0.06, -0.01, 0.01], [-0.17, 0.02, 0.21], [0.16, 0.07, -0.04], [-0.01, -0.01, -0.05], [-0.05, -0.07, 0.04], [0.01, -0.01, 0.03], [0.00, -0.03, 0.00], [-0.04, 0.03, 0.00], [0.08, 0.00, -0.03], [-0.03, 0.06, -0.51], [0.00, 0.00, -0.01], [0.00, -0.01, 0.00], [0.00, 0.00, 0.00], [0.00, 0.00, 0.00], [0.00, 0.00, 0.00], [0.00, 0.00, 0.00], [0.00, 0.00, 0.00], [0.00, 0.00, 0.00], [0.00, 0.00, 0.00], [0.00, 0.00, 0.00], [0.00, 0.00, 0.00], [0.00, 0.00, 0.00], [0.00, 0.00, 0.00], [0.00, 0.00, 0.00], [0.00, -0.01, 0.01], [0.00, -0.01, 0.00], [0.00, 0.00, 0.00], [0.00, 0.01, 0.00], [0.00, 0.00, 0.00], [0.00, 0.00, 0.00], [0.00, 0.00, 0.00], [0.00, 0.00, 0.00], [0.00, 0.00, 0.00], [0.00, 0.00, 0.00], [0.00, 0.00, 0.00], [0.00, 0.00, 0.00], [0.00, 0.00, 0.00], [0.00, 0.00, 0.00]], "e_lumo_ev": [1.133, 1.140], "multiplicity": 2, "gap_ev": [6.12, 6.18], "s2": 0.756, "largest_force_ev_per_a": 0.57, "e_above_lowest_kj_mol": 63.6, "homo_ev": [-5.0, -5.0], "energy_ha": -4788.650156, "total_charge": -1}

=====

Entry 3:
{"formula": "C29H29AsO2PtSSe4", "method": "the ωB97M-V functional and the def2-TZVPD basis", "elements": ["Pt", "Se", "Se", "Se", "Se", "S", "C", "C", "C", "C", "C", "C", "As", "C", "C", "C", "C", "C", "C", "C", "C", "C", "C", "C", "C", "H", "H", "H", "H", "H", "H", "H", "H", "H", "H", "H", "H", "H", "H", "C", "C", "C", "O", "H", "H", "H", "H", "H", "H", "H", "C", "C", "O", "C", "C", "C", "C", "C", "C", "H", "H", "H", "H", "H", "H", "H", "H"], "xyz": [[1.161847, 0.915755, 0.797619], [2.267568, -0.220833, 2.698619], [2.557880, 1.254893, 4.380734], [0.573566, 2.632585, 3.877481], [1.420765, 3.122382, 1.841327], [3.211435, 1.131298, -0.177169], [2.913517, 0.470241, -1.794715], [3.656040, 0.976453, -2.855839], [3.510109, 0.427513, -4.123469], [2.615948, -0.606306, -4.353461], [1.874393, -1.118702, -3.296101], [2.037453, -0.594907, -2.024723], [1.047424, -1.173765, -0.478608], [-0.670599, -1.822385, -1.051940], [-0.840804, -3.184877, -1.281054], [-2.062051, -3.657427, -1.743001], [-3.104906, -2.773183, -1.976884], [-2.928752, -1.414490, -1.748998], [-1.712916, -0.932216, -1.288487], [1.975572, -2.696393, 0.229868], [1.397777, -3.432979, 1.259755], [2.115588, -4.457916, 1.856031], [3.410225, -4.735491, 1.437684], [3.990053, -3.989350, 0.421937], [3.274949, -2.965180, -0.183825], [4.326370, 1.812019, -2.698412], [4.082522, 0.839271, -4.945211], [2.484051, -1.000349, -5.352446], [1.161614, -1.917824, -3.464592], [-0.035712, -3.884157, -1.094042], [-2.197179, -4.717321, -1.916668], [-4.057153, -3.141675, -2.336930], [-3.741439, -0.721821, -1.928076], [-1.556847, 0.124326, -1.112099], [0.397026, -3.202188, 1.606531], [1.664712, -5.031640, 2.655409], [3.971996, -5.531701, 1.909042], [5.001854, -4.201570, 0.101940], [3.731293, -2.380252, -0.972861], [-1.394029, 2.832668, -2.156484], [-0.252210, 2.898461, -1.151382], [0.999940, 3.477689, -1.789136], [-0.058226, 1.573949, -0.697940], [-1.638568, 3.823709, -2.546620], [-2.295015, 2.415017, -1.699867], [-1.113520, 2.191218, -2.995637], [-0.549938, 3.548692, -0.317156], [1.263543, 2.904903, -2.682397], [1.844343, 3.445363, -1.100239], [0.839521, 4.518803, -2.080917], [-1.586735, -0.497291, 3.996967], [-1.587471, 0.304858, 2.725923], [-0.865421, -0.063908, 1.803704], [-2.480720, 1.478649, 2.598008], [-2.424276, 2.249314, 1.440272], [-3.242848, 3.359264, 1.311338], [-4.124112, 3.698817, 2.329338], [-4.189024, 2.929115, 3.483758], [-3.364877, 1.824816, 3.620306], [-0.862460, -1.300481, 3.898846], [-2.578882, -0.905099, 4.200956], [-1.308099, 0.147446, 4.832039], [-1.724957, 1.981800, 0.658881], [-3.188567, 3.965298, 0.415722], [-4.762370, 4.567066, 2.224211], [-4.875240, 3.194865, 4.276934], [-3.404958, 1.235143, 4.526193]], "atomic_forces_ev_per_a": [[0.14, -0.30, 0.20], [-0.32, -1.01, -0.83], [-0.73, 1.34, 0.60], [0.86, -0.75, 0.90], [-0.10, 0.42, -0.71], [-0.05, 0.14, -0.10], [-0.01, -0.11, 0.09], [-0.03, -0.05, -0.11], [0.03, 0.09, 0.02], [-0.03, -0.05, -0.02], [0.02, -0.01, 0.00], [-0.07, 0.04, 0.06], [-0.03, 0.41, 0.06], [0.13, -0.19, -0.13], [-0.08, -0.02, -0.01], [-0.02, -0.01, 0.01], [0.00, 0.02, 0.01], [0.01, -0.01, 0.01], [-0.02, 0.04, 0.05], [0.08, 0.06, -0.04], [0.02, -0.02, 0.04], [-0.04, 0.01, 0.00], [0.02, 0.00, -0.02], [-0.02, -0.02, 0.01], [0.01, -0.07, 0.01], [-0.01, -0.01, 0.04], [0.00, -0.01, 0.00], [0.01, -0.02, 0.02], [0.00, -0.01, 0.00], [0.03, 0.02, -0.01], [0.01, 0.01, -0.01], [0.01, -0.01, 0.00], [0.00, -0.01, -0.01], [0.01, 0.00, 0.02], [-0.01, 0.02, -0.03], [0.02, 0.00, 0.00], [-0.01, 0.00, 0.00], [0.00, 0.01, 0.00], [-0.01, 0.02, 0.00], [-0.09, 0.03, -0.05], [0.20, -0.10, 0.02], [-0.03, 0.08, -0.06], [-0.02, -0.10, -0.17], [0.03, 0.00, 0.02], [0.02, 0.01, 0.02], [0.02, 0.00, 0.02], [0.02, 0.02, 0.03], [0.02, -0.02, 0.03], [0.00, 0.01, 0.01], [-0.01, -0.02, 0.00], [-0.08, 0.02, -0.02], [0.03, -0.32, -0.03], [0.04, 0.39, 0.00], [0.04, 0.03, 0.09], [-0.04, 0.10, -0.03], [0.00, 0.01, -0.01], [-0.02, -0.01, -0.01], [0.02, 0.00, 0.00], [0.02, -0.01, -0.01], [0.02, 0.01, 0.02], [0.01, 0.00, 0.00], [0.01, -0.01, 0.02], [0.01, -0.10, -0.02], [0.00, 0.00, 0.00], [0.00, 0.00, 0.00], [0.00, 0.00, 0.00], [-0.02, 0.02, 0.01]], "e_lumo_ev": [-1.127, -1.126], "multiplicity": 1, "gap_ev": [5.96, 5.96], "largest_force_ev_per_a": 1.64, "e_above_lowest_kj_mol": 13.6, "homo_ev": [-7.1, -7.1], "energy_ha": -13632.012020, "total_charge": 0}